Entry from OMol25: C31H32N5O2PTi as an isolated structure (ωB97M-V with the def2-TZVPD basis set).

```
72
Properties=species:S:1:pos:R:3:forces:R:3
Ti -0.933224 2.732687 0.175204 -0.11 0.18 -0.44
C 1.771731 4.265844 1.070785 -0.02 0.01 -0.01
C 2.201991 3.076132 0.203270 -0.02 0.00 -0.02
N 1.171396 2.800274 -0.809429 0.13 -0.08 0.03
C 1.473394 1.604764 -1.605153 -0.03 -0.02 0.11
C 0.219611 1.082310 -2.243135 -0.01 0.02 0.01
C 0.198199 0.330685 -3.400032 0.04 -0.05 0.00
C -1.022322 -0.158645 -3.846027 -0.03 0.01 -0.02
C -2.176522 0.119053 -3.138757 0.00 0.00 -0.04
C -2.077474 0.890228 -1.991689 -0.02 0.03 0.06
C -3.224793 1.315958 -1.130921 0.05 -0.10 0.09
N -2.686576 1.944007 0.057188 -0.10 0.15 -0.01
C -1.760224 3.662184 1.933707 0.08 -0.07 0.12
C -0.456530 4.303467 2.377617 -0.03 -0.06 -0.05
N 0.309947 4.355670 1.101939 -0.07 0.00 0.15
N -0.902282 1.350975 -1.570794 0.05 -0.03 0.08
H 2.189963 5.196378 0.681170 0.00 -0.01 -0.02
H 2.160239 4.138806 2.082082 -0.01 0.02 0.00
H 2.284483 2.176617 0.812044 0.00 0.01 0.01
H 3.181539 3.264887 -0.249324 -0.01 0.00 -0.01
H 1.028488 3.603605 -1.416524 0.01 -0.01 -0.02
H 1.821629 0.827470 -0.915171 0.02 0.00 -0.04
H 2.259124 1.775001 -2.346407 0.00 0.02 -0.01
H 1.116493 0.122220 -3.931908 0.00 0.00 0.00
H -1.068060 -0.760451 -4.744315 0.00 -0.01 -0.01
H -3.137836 -0.256672 -3.460455 0.00 0.00 0.01
H -3.844733 0.438984 -0.905560 0.02 0.03 0.01
H -3.848784 2.005674 -1.717747 -0.02 0.01 0.00
H -3.416056 2.205301 0.704821 -0.05 -0.02 -0.04
H -2.154430 2.934569 2.642905 -0.02 0.02 0.01
H -2.536301 4.386988 1.681266 0.04 0.02 -0.02
H 0.090967 3.650377 3.057721 0.02 -0.03 -0.02
H -0.530057 5.291621 2.843781 0.03 0.01 0.01
H -0.014734 5.132710 0.539700 -0.03 0.02 0.04
O 0.046136 1.408102 1.259262 0.11 0.27 0.32
C 0.064114 0.150918 1.325266 -0.26 0.05 0.20
C 0.635772 -0.519918 2.535827 -0.26 0.16 -0.38
C 0.747132 -0.171319 3.865038 0.11 -0.12 0.20
C 1.169784 -1.160538 4.761516 -0.05 0.09 -0.18
C 1.497419 -2.426464 4.297392 0.00 -0.03 -0.04
C 1.413706 -2.753430 2.936791 0.09 -0.07 0.10
C 0.950857 -1.792218 2.066439 -0.05 -0.15 -0.07
P 0.807201 -1.658798 0.215000 0.60 -0.22 -0.45
C -0.820442 -2.206142 -0.424750 -0.04 -0.01 0.17
C -2.015254 -1.933870 0.237802 0.01 0.02 0.07
C -3.240019 -2.270500 -0.328832 0.04 -0.04 0.00
C -3.287952 -2.889998 -1.567946 0.03 0.00 -0.02
C -2.102605 -3.170887 -2.238671 -0.04 -0.01 0.04
C -0.884584 -2.833387 -1.671842 0.05 0.01 0.04
C 1.805180 -3.208612 -0.188393 -0.11 -0.09 0.13
C 3.121179 -3.024017 -0.605152 -0.05 0.04 -0.01
C 3.955749 -4.102797 -0.873909 -0.04 -0.02 0.02
C 3.477827 -5.396746 -0.731995 0.00 0.02 0.00
C 2.167704 -5.603084 -0.316700 0.02 0.00 0.00
C 1.346104 -4.519160 -0.045551 -0.07 0.00 0.01
H 0.500756 0.825956 4.210110 -0.03 0.01 -0.02
H 1.239206 -0.941982 5.819093 0.00 0.00 0.02
H 1.821539 -3.181014 5.003487 0.01 0.00 0.00
H 1.703670 -3.738215 2.590919 0.00 0.01 0.00
H -1.984268 -1.459331 1.210435 -0.01 0.01 -0.01
H -4.156255 -2.060837 0.209629 0.00 0.00 0.01
H -4.240043 -3.162493 -2.006029 0.00 0.00 0.00
H -2.129696 -3.655944 -3.206582 0.01 -0.01 -0.01
H 0.033093 -3.060647 -2.200817 0.01 -0.01 -0.02
H 3.494405 -2.011401 -0.721130 0.01 0.01 -0.01
H 4.975285 -3.934140 -1.197299 0.01 0.01 0.00
H 4.120138 -6.241883 -0.944426 0.00 0.00 0.00
H 1.789682 -6.611820 -0.203346 -0.01 0.00 0.00
H 0.324409 -4.693879 0.275186 0.00 -0.01 0.00
O -2.782611 5.241172 -2.706334 -0.04 0.02 0.01
C -2.025058 4.729938 -1.959824 0.05 -0.06 -0.04
N -1.227517 4.229718 -1.221504 -0.02 0.03 0.03
```
Forces are in eV/Å.

The HOMO-LUMO gap is 6.57 eV. The calculation puts the HOMO energy at -6.36 eV.